An isolated molecule of C16H20N4O in a non-equilibrium geometry, computed with wB97M-V/def2-TZVPD.

Geometry (Å):
1 C 5.75 0.14 0.86
2 N 4.60 -0.19 0.07
3 N 4.58 -1.27 -0.72
4 N 3.47 -1.36 -1.33
5 C 2.68 -0.32 -0.96
6 C 1.39 0.05 -1.33
7 C 0.86 1.18 -0.74
8 C -0.55 1.54 -1.11
9 O -1.00 1.33 -2.22
10 N -1.27 2.11 -0.11
11 C -2.71 2.24 -0.20
12 C -3.41 1.17 0.66
13 C -2.86 -0.20 0.36
14 C -3.14 -0.83 -0.78
15 C -2.57 -2.15 -1.17
16 C -1.94 -2.88 0.02
17 C -1.07 -1.91 0.81
18 C -1.94 -0.80 1.39
19 C 1.60 1.96 0.17
20 C 2.89 1.62 0.53
21 C 3.42 0.47 -0.03
22 H 6.50 -0.62 0.68
23 H 6.14 1.12 0.58
24 H 5.49 0.15 1.92
25 H 0.82 -0.51 -2.05
26 H -0.88 2.13 0.82
27 H -3.01 3.24 0.11
28 H -2.96 2.10 -1.25
29 H -4.48 1.21 0.44
30 H -3.27 1.41 1.72
31 H -3.79 -0.36 -1.50
32 H -3.35 -2.77 -1.62
33 H -1.82 -1.98 -1.95
34 H -1.35 -3.72 -0.33
35 H -2.73 -3.27 0.67
36 H -0.55 -2.43 1.61
37 H -0.33 -1.47 0.14
38 H -1.31 -0.02 1.83
39 H -2.56 -1.20 2.21
40 H 1.17 2.86 0.57
41 H 3.46 2.23 1.22

Calculated values
electronic energy = -915.952124 Eh
E_HOMO = -8.75 eV
energy relative to the best compared isomer or geometry (same formula, charge and spin) = 104.21 kJ/mol
structure (SMILES) = Cn1nnc2cc(C(=O)NCCC3=CCCCC3)ccc21
LUMO = 0.451 eV